(1)
67
Properties=species:S:1:pos:R:3:forces:R:3:nbo_charge:R:1 method="wB97M-V/def2-TZVPD" homo_energy_ev=-9.9 multiplicity=1 largest_force_ev_per_a=3.8 smiles=ClCCl.CCO.CCO.CCO.CCO.CCO.CCO.N.N orbital_gap_ev=10.413 charge=0
Cl -4.2508 -0.4490 0.8752 0.6 0.0 -0.4 -0.047
C -2.9044 0.1807 -0.1450 -0.2 -0.1 -0.2 -0.385
Cl -2.3185 -0.9681 -1.3960 -0.3 0.1 0.3 -0.057
H -3.3543 1.0320 -0.6787 0.6 -0.3 0.4 0.231
H -2.0257 0.3769 0.4824 -0.7 0.3 -0.2 0.254
C 1.0143 3.1461 -0.6374 0.4 1.2 0.5 -0.638
C 0.9905 1.6784 -0.5111 -2.4 -0.2 2.0 -0.070
O 2.0454 1.0840 -1.1095 1.3 -0.7 -2.8 -0.781
H 2.0076 3.4381 -0.3533 0.6 0.4 0.3 0.210
H 0.3344 3.6518 0.0565 -0.2 -0.1 -0.3 0.215
H 0.9145 3.4967 -1.6540 -0.4 0.1 -0.3 0.201
H 0.0346 1.2779 -0.8592 -0.1 -0.2 -0.4 0.150
H 0.9702 1.3972 0.5438 0.2 0.2 0.2 0.181
H 1.7502 0.9786 -2.0742 0.6 -0.1 1.1 0.513
C -1.3195 -3.6325 2.7169 1.4 -0.7 -0.2 -0.645
C -1.8248 -2.2965 2.9982 -1.9 3.1 0.5 -0.067
O -1.0108 -1.1808 2.4937 -1.1 -1.1 -0.2 -0.778
H -1.2571 -3.6809 1.6372 0.3 -0.6 -0.3 0.221
H -1.9667 -4.4137 3.1095 -0.2 0.1 -0.1 0.225
H -0.3177 -3.7682 3.1900 -0.6 0.0 -0.5 0.208
H -1.9806 -2.1344 4.0786 0.1 0.0 -0.2 0.157
H -2.7852 -2.0453 2.5010 0.4 -0.7 0.4 0.194
H -0.1610 -1.3816 2.8415 1.8 0.1 0.6 0.489
C 2.3268 -2.8067 1.3397 0.5 0.2 -0.2 -0.637
C 2.1027 -1.4086 0.7741 0.3 0.5 1.8 -0.071
O 3.1256 -1.0635 -0.1719 -0.4 -1.2 0.9 -0.764
H 2.1878 -3.5149 0.5353 -0.4 -0.5 0.0 0.215
H 1.7108 -2.9997 2.2096 -0.7 -0.1 -0.2 0.210
H 3.3243 -3.0128 1.7245 0.4 0.6 -0.2 0.207
H 2.1461 -0.6463 1.6450 -0.2 -1.0 -1.2 0.149
H 1.0791 -1.3708 0.3470 0.5 0.2 0.0 0.177
H 2.9025 -0.1491 -0.3571 0.1 0.8 -0.8 0.509
C -1.8632 4.3214 -2.3887 -0.5 0.1 -0.2 -0.639
C -1.6472 2.8085 -2.4226 1.1 0.7 -0.8 -0.068
O -2.6501 2.2717 -3.2930 0.4 -0.2 0.2 -0.732
H -1.2702 4.8905 -1.7017 1.0 -0.1 0.3 0.216
H -2.8345 4.5360 -2.0026 -1.1 -0.2 0.3 0.208
H -1.8738 4.8518 -3.3458 0.4 -0.5 -0.2 0.215
H -1.7429 2.4015 -1.4194 -0.1 0.0 0.2 0.155
H -0.5871 2.5610 -2.7615 -1.4 0.1 0.1 0.172
H -2.5736 1.3092 -3.2851 0.0 0.1 0.0 0.470
C -2.6594 3.1933 2.7495 0.9 0.4 -2.1 -0.636
C -1.5748 2.2756 3.1640 1.3 -1.3 3.3 -0.054
O -0.9284 1.6057 2.1276 0.4 2.2 -1.6 -0.763
H -3.1404 2.7537 1.9001 -0.5 -0.3 -0.6 0.210
H -2.2509 4.1532 2.4093 0.0 -0.2 0.0 0.205
H -3.4010 3.4089 3.4405 -1.2 0.2 1.7 0.219
H -1.8380 1.4705 3.9156 -0.6 0.9 -0.7 0.160
H -0.8344 2.8536 3.7721 -0.1 -0.2 -0.6 0.150
H -0.9078 0.6796 2.2489 -0.2 -1.8 0.6 0.504
C 2.0453 -3.0604 -4.7715 -0.7 1.0 0.9 -0.628
C 2.8094 -2.8347 -3.4691 -0.3 1.0 0.4 -0.062
O 1.9923 -2.2203 -2.4206 1.2 -0.4 -0.6 -0.795
H 2.7386 -3.5393 -5.4547 -0.3 -0.5 -0.2 0.216
H 1.7112 -2.1154 -5.2638 0.2 -0.6 0.5 0.195
H 1.1429 -3.6473 -4.4829 0.6 0.1 -0.8 0.218
H 3.7198 -2.2546 -3.6261 -0.1 0.4 -0.1 0.159
H 3.1758 -3.7885 -3.1498 0.0 -0.8 0.5 0.161
H 2.5953 -1.8194 -1.7345 -0.5 -0.5 -0.4 0.509
N 0.7847 0.1387 -3.3493 0.3 0.1 -0.4 -1.101
H 0.7438 -0.6432 -2.7011 -0.6 -0.2 -0.1 0.409
H 1.5242 -0.1858 -3.9525 0.6 0.1 -0.2 0.365
H 0.0043 0.1403 -3.9955 -0.5 0.1 0.5 0.371
N 1.3521 -1.4231 4.5818 0.7 -0.4 0.2 -1.109
H 2.1792 -2.0704 4.6679 -1.3 1.0 0.1 0.377
H 0.8498 -1.3459 5.4766 0.5 -0.3 -0.5 0.372
H 1.7188 -0.4916 4.3857 0.0 -0.3 0.0 0.371

(2)
80
Properties=species:S:1:pos:R:3:forces:R:3:mulliken_charge:R:1 method="wB97M-V/def2-TZVPD" homo_energy_ev=-9.2 multiplicity=1 largest_force_ev_per_a=4.4 smiles="NC(N)=O.NC(N)=O.NC(N)=O.NC(N)=O.NC(N)=O.NC(N)=O.NC(N)=O.CC(C)O.CC(C)O" orbital_gap_ev=9.085 charge=0 e_above_lowest_ev=1.361
N 0.6212 -1.3077 -4.3808 -0.9 -0.7 1.3 -0.473
C -0.6848 -0.9021 -4.5820 -0.8 -0.4 -1.1 0.585
N -0.8249 0.1436 -5.4849 -1.1 0.7 0.6 -0.498
O -1.6466 -1.5026 -4.0813 1.4 1.2 -0.3 -0.624
H 1.3189 -1.1856 -5.0931 0.0 0.0 -0.1 0.225
H 0.5634 -2.2063 -3.8838 0.7 0.5 -0.5 0.232
H -0.1014 0.8091 -5.7424 0.3 -0.6 0.1 0.174
H -1.7437 0.5950 -5.4731 0.4 -0.6 -0.1 0.294
N -3.3539 0.3257 1.7266 -0.3 0.1 -1.4 -0.230
C -3.4262 0.0004 0.3520 0.5 0.7 -0.8 0.383
N -2.9591 -1.2218 -0.1250 -0.3 0.4 1.8 -0.296
O -3.7417 0.8467 -0.4705 0.0 0.5 0.4 -0.620
H -3.4091 -0.3294 2.4734 0.4 -0.9 0.3 0.228
H -3.7651 1.2176 1.9942 0.0 -0.4 -0.7 0.214
H -3.1189 -1.9717 0.5398 0.5 -0.4 -0.8 0.224
H -2.7824 -1.3337 -1.1340 -0.6 0.0 1.1 0.174
N 2.9015 1.5639 1.1037 0.8 0.5 0.5 -0.239
C 2.4416 2.0400 2.3315 0.3 0.5 -0.4 0.492
N 3.4203 2.6550 3.1512 0.3 -1.1 -2.0 -0.489
O 1.2604 1.9964 2.6271 0.2 0.0 0.4 -0.482
H 2.4639 0.8397 0.5412 -0.5 0.3 0.8 0.151
H 3.8896 1.6327 0.9380 0.1 -0.1 0.0 0.193
H 3.1528 3.2100 3.9210 -0.8 0.4 0.6 0.242
H 4.3292 2.9216 2.7672 -0.7 -0.4 0.1 0.173
N 0.5179 3.0445 -4.2018 0.1 -0.6 -0.4 -0.327
C 1.5265 3.1713 -5.1564 -0.9 1.0 0.0 0.554
N 2.6238 3.9732 -4.8568 -1.5 -1.3 -0.7 -0.358
O 1.3105 2.7408 -6.2756 0.6 -0.6 0.0 -0.643
H 0.6486 3.1876 -3.2245 0.4 0.2 0.5 0.222
H -0.1800 2.3154 -4.4024 0.7 0.8 0.0 0.157
H 3.4181 3.9495 -5.4429 0.4 -0.1 -0.7 0.223
H 2.7440 4.3751 -3.9817 0.1 0.6 1.6 0.167
N 1.7842 -3.9400 -2.1139 -0.5 1.3 0.8 -0.249
C 0.6859 -4.5764 -2.6550 3.0 -2.8 -1.6 0.342
N -0.5421 -4.3491 -2.1830 -0.7 1.1 0.7 -0.267
O 0.9617 -5.4689 -3.4838 -1.1 1.0 0.3 -0.721
H 2.6393 -4.0810 -2.6385 -0.4 -0.1 0.3 0.178
H 1.6932 -3.1566 -1.4501 0.0 -0.6 -0.8 0.257
H -0.6215 -3.4571 -1.7148 -0.4 0.1 0.2 0.220
H -1.3174 -4.6284 -2.7661 0.3 -0.1 0.0 0.265
N -1.8177 -1.0243 6.2624 0.8 0.5 0.0 -0.576
C -1.7763 -0.5288 4.9396 1.0 0.3 2.2 0.605
N -1.1194 0.6772 4.7969 -0.6 -0.8 -1.0 -0.378
O -2.3124 -1.1225 4.0588 -0.9 -0.9 -1.9 -0.586
H -1.9477 -2.0268 6.3643 -0.2 0.4 -0.5 0.269
H -1.0300 -0.7281 6.8338 -0.4 0.0 -0.1 0.229
H -0.7614 0.9033 3.8641 -0.2 0.0 0.7 0.186
H -0.6219 0.9976 5.5865 0.6 0.5 0.5 0.206
N 0.0989 -0.1925 0.8290 0.7 -0.8 -0.2 0.304
C 0.2058 -0.7433 -0.4268 -0.2 0.8 2.7 0.549
N 0.1293 0.1511 -1.3797 -0.1 1.7 -3.5 -0.029
O 0.4400 -1.9183 -0.5421 0.2 -2.2 -1.1 -0.367
H -0.3956 -0.7474 1.4871 -0.3 -0.4 0.6 -0.023
H -0.2049 0.7286 0.7777 -0.7 1.9 0.5 -0.362
H -0.1912 1.1439 -1.2626 0.5 -1.5 0.0 0.098
H 0.3063 -0.2215 -2.3327 -0.2 0.7 0.9 -0.125
C 0.9467 -3.2067 3.7716 -0.8 -0.6 -2.0 -1.309
C 0.9112 -3.4631 2.2168 -0.8 -0.6 0.8 1.909
C 2.2620 -3.7819 1.6404 0.7 0.0 0.4 -1.092
O 0.0354 -4.5536 1.8960 -0.1 -0.4 -0.2 -0.660
H 1.3663 -2.1889 3.8568 0.0 -0.7 0.6 0.259
H 1.4406 -4.0497 4.2511 0.6 0.4 0.2 0.428
H -0.0841 -3.2685 4.1279 0.0 0.5 0.0 0.273
H 0.4414 -2.5931 1.7561 0.6 0.2 0.0 -0.982
H 2.1933 -3.8108 0.5507 0.1 -0.3 0.1 0.186
H 2.7004 -4.7417 2.0640 -0.7 1.1 -0.6 0.327
H 2.9120 -2.9476 1.8948 0.5 0.0 0.0 0.299
H 0.1713 -4.7787 0.9490 -0.1 0.3 0.9 0.332
C -1.1258 4.4146 1.4031 -0.2 -0.9 -0.1 -1.440
C -1.3268 3.3796 0.3024 -0.2 -0.1 -0.5 2.138
C -2.3379 3.8222 -0.6832 -1.3 0.6 0.7 -1.825
O -0.1209 3.1901 -0.4906 1.5 -0.5 2.2 -0.571
H -0.3850 4.0094 2.0761 0.0 0.0 0.7 0.349
H -2.0961 4.6245 1.8962 0.7 -0.1 -0.1 0.395
H -0.6982 5.3201 1.0053 -0.1 0.5 -0.4 0.346
H -1.6702 2.3964 0.6783 0.3 0.4 0.3 -0.852
H -1.9816 4.7002 -1.1731 0.3 0.7 -0.6 0.442
H -3.2600 4.0999 -0.1530 0.1 -0.2 -0.2 0.393
H -2.5907 3.0541 -1.3731 -0.2 -0.6 -0.7 0.381
H 0.5968 3.0879 0.2115 -1.0 0.1 -1.5 0.221

(3)
68
Properties=species:S:1:pos:R:3:forces:R:3:nbo_charge:R:1 method="wB97M-V/def2-TZVPD" homo_energy_ev=-9.5 multiplicity=1 largest_force_ev_per_a=2.7 smiles="NC(N)=O.CC(C)O.CC(C)O.CO.CO.CO.CO.CO.CO" orbital_gap_ev=9.909 charge=0 e_above_lowest_ev=2.376
N -0.3150 0.9745 0.2611 -0.5 1.5 -0.4 -0.816
C -0.7963 -0.2063 -0.1180 1.6 -1.3 1.2 0.794
N -2.0122 -0.3527 -0.6159 0.3 0.5 -0.1 -0.804
O -0.1082 -1.2542 0.0603 0.1 -0.3 -0.2 -0.817
H -0.8624 1.8548 0.1463 0.8 -0.9 0.1 0.434
H 0.6096 1.0294 0.6851 -0.6 -0.2 -0.2 0.427
H -2.3315 -1.2990 -0.7326 -0.6 0.3 -0.3 0.435
H -2.5225 0.4855 -0.7186 -1.2 0.2 -0.3 0.394
C 3.9282 0.2849 -0.6667 -0.5 0.0 1.4 -0.638
C 4.1144 -1.2203 -1.0208 2.2 0.5 -1.2 0.103
C 3.5400 -2.1123 0.0325 0.0 -1.0 -0.3 -0.636
O 3.4947 -1.5330 -2.3052 1.4 0.5 0.9 -0.760
H 4.4555 0.6624 0.2547 0.1 -0.8 -0.8 0.207
H 2.8805 0.4350 -0.3317 0.2 -0.2 -0.6 0.191
H 4.1380 1.0034 -1.4573 0.1 -0.4 -0.3 0.212
H 5.2565 -1.4598 -1.1448 -2.0 0.6 0.0 0.163
H 3.7722 -3.1774 -0.2029 0.0 0.7 0.3 0.209
H 2.4952 -1.9768 -0.1539 -1.1 -0.2 0.5 0.199
H 3.7511 -1.8779 1.0773 0.2 0.1 -0.2 0.229
H 2.5543 -1.7339 -2.2051 -0.3 0.0 0.2 0.493
C -0.1714 3.6277 2.8512 0.8 -0.8 -1.4 -0.618
C -1.5161 3.1569 3.3201 0.8 0.6 0.9 0.088
C -2.6296 3.9534 2.6611 -0.4 -1.1 -1.3 -0.645
O -1.5213 1.7590 3.0895 -0.9 -0.5 -0.1 -0.722
H 0.6766 3.2327 3.4306 -0.4 -0.2 -0.3 0.218
H -0.0632 4.6855 2.8471 -0.2 1.1 0.2 0.202
H -0.1015 3.3178 1.7835 0.4 0.1 0.6 0.206
H -1.4800 3.2838 4.3893 -0.6 0.3 0.7 0.154
H -2.7567 3.5179 1.6448 0.2 0.5 0.4 0.224
H -2.4625 5.0255 2.5589 0.3 -0.1 0.2 0.216
H -3.5983 3.8145 3.1104 -0.4 -0.1 0.6 0.206
H -2.2444 1.3485 3.5949 0.4 0.3 -0.3 0.470
C -2.1993 3.6288 -1.7804 0.6 0.5 0.5 -0.252
O -1.4247 3.6311 -0.5669 0.0 0.3 -0.4 -0.764
H -2.0100 4.5672 -2.3157 -0.4 -0.3 -0.1 0.180
H -1.9748 2.7891 -2.4194 0.5 -0.3 -0.3 0.169
H -3.2408 3.5009 -1.5249 -0.4 0.4 0.2 0.179
H -0.6320 4.1951 -0.6845 -0.5 -0.8 0.0 0.504
C 0.7467 -3.7793 -2.3537 0.8 0.7 -0.1 -0.257
O 0.7993 -2.3274 -2.2538 -0.5 -1.4 0.2 -0.777
H -0.1534 -4.1718 -1.9388 -0.9 -0.1 0.6 0.160
H 0.7402 -4.1389 -3.3850 0.3 0.6 -0.1 0.185
H 1.6002 -4.2414 -1.8343 -0.1 0.2 -0.1 0.172
H 0.3592 -2.0905 -1.3967 0.4 0.1 -0.6 0.507
C -2.9703 -2.5697 -3.4879 0.8 -1.2 1.4 -0.254
O -3.7435 -2.4325 -2.2859 0.1 0.7 -0.5 -0.748
H -1.9514 -2.1136 -3.4636 -0.7 -0.2 0.3 0.175
H -2.8633 -3.6590 -3.7016 0.0 0.8 -0.3 0.163
H -3.5593 -2.0626 -4.1975 -0.5 0.3 -1.2 0.183
H -3.3802 -2.9600 -1.5851 0.5 -0.6 0.6 0.480
C 0.5287 -1.6530 2.9705 0.2 -0.4 0.2 -0.243
O 1.4358 -0.8422 2.2457 -0.4 -0.4 -0.8 -0.767
H -0.4902 -1.2933 2.9423 -0.4 0.4 -0.2 0.159
H 0.4805 -2.6804 2.5531 0.3 0.3 0.4 0.153
H 0.8271 -1.6452 4.0217 0.1 -0.3 -0.2 0.176
H 1.1554 -1.0225 1.3097 0.3 0.4 0.7 0.494
C 2.7058 3.3144 -0.8157 -0.2 -0.5 -0.9 -0.262
O 1.4643 3.9146 -0.4092 0.7 -0.9 -0.6 -0.737
H 3.4116 4.0334 -1.2185 -0.2 0.4 -0.4 0.167
H 3.2953 2.8228 -0.0434 -0.6 -0.2 0.5 0.176
H 2.4359 2.5830 -1.5845 0.3 0.2 0.2 0.198
H 1.7491 4.5137 0.2486 -0.1 1.2 1.3 0.466
C -1.9665 -4.9152 0.5009 -0.5 2.3 1.1 -0.255
O -2.2301 -3.4212 0.3412 0.3 -2.1 -0.1 -0.790
H -2.6613 -5.4627 -0.1176 -0.1 0.0 -0.3 0.184
H -0.9342 -5.0841 0.2347 0.2 -0.4 -0.1 0.181
H -2.1609 -5.1923 1.5689 0.3 0.3 -0.9 0.184
H -1.3627 -2.9846 0.3017 -0.1 0.0 0.2 0.495

(4)
74
Properties=species:S:1:pos:R:3:forces:R:3:mulliken_charge:R:1 method="wB97M-V/def2-TZVPD" homo_energy_ev=-8.0 multiplicity=1 largest_force_ev_per_a=11.9 smiles="NC(N)=O.NC(N)=O.NC(N)=O.NC(N)=O.CC(C)O.CC(C)O.CO.CO.CO" orbital_gap_ev=8.052 charge=0 e_above_lowest_ev=7.954
N -1.1803 -0.5121 5.1607 -6.9 -1.5 5.6 -0.273
C -0.0524 -0.4202 4.6044 8.3 -0.8 -1.0 0.426
N -0.1130 -0.2233 3.3115 1.3 0.5 -4.6 0.222
O 1.1407 -0.5669 5.2564 -5.1 0.9 -2.1 -0.774
H -1.0637 -0.7958 6.1554 -0.6 0.3 -1.1 0.278
H -2.1656 -0.6676 4.7424 3.0 0.5 0.6 0.192
H 0.8500 -0.0962 2.7793 -1.8 -0.5 1.1 0.092
H -0.9241 -0.4417 2.6379 1.6 0.3 2.2 0.034
N 3.3320 -1.4480 0.5426 -0.6 -1.6 -3.9 -0.321
C 3.0349 -0.8434 1.6535 -4.0 4.0 2.6 0.285
N 3.8342 -1.1513 2.6467 0.8 1.6 4.4 -0.411
O 1.9964 0.1177 1.8846 5.6 -4.5 -2.6 -0.763
H 2.6026 -1.3971 -0.2371 1.1 0.1 1.8 0.649
H 4.0015 -2.2439 0.4065 -0.8 1.5 1.0 0.240
H 3.7543 -0.5216 3.5145 -0.1 -1.7 -1.8 0.346
H 4.4588 -1.9576 2.6954 -0.5 0.7 -0.3 0.175
N -3.5024 -2.6218 2.5241 -2.0 0.7 2.8 -0.301
C -2.7624 -2.3802 1.4871 4.0 -3.1 -4.7 0.276
N -2.3776 -1.1048 1.3615 1.1 1.8 -1.2 0.553
O -2.3034 -3.3394 0.6877 -2.4 3.4 3.2 -0.721
H -3.8535 -3.5374 2.6191 -0.4 -0.8 0.4 0.259
H -3.7359 -1.8513 3.1716 0.0 -1.2 -0.7 0.143
H -1.6824 -0.9621 0.5926 -0.9 -0.3 0.6 -0.484
H -2.6968 -0.2648 1.9121 0.2 -1.5 -0.9 0.250
N 0.7738 -3.2407 -1.4982 -2.1 -3.6 -0.5 -0.335
C 0.5437 -1.9908 -1.2111 -8.1 0.0 0.9 -0.038
N 1.6191 -1.2926 -1.3670 1.5 3.3 -0.6 0.064
O -0.7501 -1.6467 -0.9290 6.7 -0.7 -1.2 -0.651
H -0.1193 -3.7060 -1.7058 1.0 -0.4 0.4 0.333
H 1.6411 -3.5643 -1.8756 0.0 -0.3 -0.2 0.174
H 1.3552 -0.2836 -1.2778 0.9 -0.1 -0.7 -0.687
H 2.3849 -1.7714 -1.8960 -1.1 1.7 0.3 0.507
C 1.8805 -0.6765 -4.7428 -0.4 0.3 -1.4 -1.255
C 3.0091 0.3152 -4.5039 -5.3 5.3 -2.4 0.400
C 2.6452 1.3119 -3.4319 -2.5 1.1 -0.2 -0.655
O 3.9748 -0.2358 -3.9502 9.4 -6.9 2.7 -0.502
H 1.7169 -1.3527 -3.9192 0.4 0.0 0.5 0.250
H 2.1395 -1.2908 -5.6037 -0.2 -0.2 -0.2 0.481
H 0.9123 -0.2171 -4.9059 -0.1 0.2 -0.4 0.164
H 3.5129 0.8697 -5.3851 -2.1 -0.4 0.2 0.397
H 3.4464 2.0233 -3.2268 -0.3 0.1 -0.3 0.398
H 2.4140 0.8126 -2.4838 0.3 -0.1 -0.4 -0.101
H 1.6634 1.7555 -3.7141 0.8 0.5 0.3 0.276
H 4.4274 -0.7665 -4.6504 0.1 0.1 1.3 0.358
C -4.0802 1.5607 0.4994 0.6 1.9 0.0 -1.238
C -3.6550 2.1638 1.8406 -4.1 3.7 -1.8 0.536
C -4.8921 2.4194 2.7800 -0.4 -0.6 -2.7 -1.397
O -2.9470 1.3336 2.5089 5.0 -4.6 3.3 -0.378
H -4.5185 0.6257 0.6579 -0.9 -1.5 0.3 0.357
H -3.2237 1.3974 -0.1845 -0.5 0.4 0.3 0.079
H -4.8284 2.2750 0.1173 0.4 -0.5 -0.4 0.437
H -3.0793 3.0735 1.6147 -0.3 0.3 0.1 0.297
H -5.3546 1.4133 2.9166 -0.1 0.8 -0.5 0.272
H -5.4987 3.1293 2.2139 -0.7 -0.1 0.6 0.394
H -4.6965 2.7362 3.7709 0.7 0.8 0.8 0.437
H -2.5307 1.7625 3.2612 0.3 -0.2 0.1 0.242
C -0.2294 1.4347 -0.0001 0.8 0.4 0.8 -0.059
O 0.1665 1.0524 -1.3257 1.2 0.7 1.3 -0.331
H -0.8468 2.3471 0.0049 -0.3 -0.6 -0.2 0.409
H 0.6638 1.7139 0.5841 0.0 -0.1 -0.7 0.105
H -0.6004 0.6130 0.6444 -0.4 0.4 -0.9 -0.282
H -0.5902 0.9889 -1.8896 -1.1 -0.4 -0.1 0.169
C -1.5552 -0.1368 -3.6697 -1.6 -1.5 -0.6 -0.869
O -2.2349 0.1539 -2.4555 -0.7 1.1 -0.5 -0.480
H -0.8966 -0.9312 -3.4539 1.1 -1.0 0.2 0.174
H -0.9678 0.6742 -4.0458 0.0 1.0 0.1 0.327
H -2.1696 -0.5364 -4.5226 0.0 0.7 0.8 0.437
H -3.0488 -0.3520 -2.2849 0.8 0.0 -0.5 0.305
C 3.4210 2.3878 -0.1578 -1.5 -0.1 0.8 0.336
O 4.1151 2.2260 1.0750 1.7 -0.2 -0.7 -0.509
H 3.9949 2.6506 -1.0945 -0.3 0.2 1.3 0.279
H 2.5807 3.1002 0.1376 1.2 -0.7 -1.1 0.160
H 2.9662 1.4025 -0.2924 -0.4 0.2 -0.7 -0.439
H 4.7535 1.4988 0.9175 -0.5 0.7 0.4 0.280